Record 1
Formula: C34H32Cl6CuF12N6O16S4
Source: the Open Molecules 2025 dataset
Level of theory: ωB97M-V/def2-TZVPD

Geometry (Å):
Cu 0.59531 -3.27978 1.11427
C 2.02116 -6.40067 3.95460
F 2.36657 -6.29650 5.22078
F 3.09066 -6.07031 3.24446
F 1.61152 -7.60744 3.66687
S 0.60561 -5.12598 3.66201
O -0.11608 -5.62112 2.50140
O -0.16821 -4.99147 4.86422
N 1.33996 -3.69058 3.00404
S 1.83514 -2.75741 4.23118
O 0.76049 -1.95385 4.76997
O 2.64941 -3.50072 5.15825
C 3.02276 -1.49419 3.42871
F 4.05607 -2.13003 2.86889
F 2.39440 -0.85575 2.44396
F 3.35568 -0.58940 4.31508
C -2.47915 -0.37465 0.27574
F -2.95618 0.82626 0.47964
F -3.21169 -1.28525 0.89186
F -2.47038 -0.68590 -1.00260
S -0.65186 -0.40169 0.97415
O -0.19939 0.95771 0.92264
O -0.72405 -1.02951 2.27391
N 0.26623 -1.45425 0.02756
S 0.65276 -0.80816 -1.41507
O 0.80996 -1.82301 -2.41053
O -0.12774 0.31025 -1.86277
C 2.40168 -0.11649 -1.07828
F 2.53095 0.44863 0.09607
F 3.36356 -0.99401 -1.27024
F 2.62505 0.84087 -2.02636
Cl -3.38584 2.13356 -3.16585
C -1.76323 2.51307 -3.77646
C -1.81520 3.43738 -4.95964
Cl -2.39144 2.46343 -6.42135
H -1.22067 1.61562 -4.05776
H -1.15779 3.00628 -3.01580
H -0.83189 3.81569 -5.23946
H -2.39776 4.35346 -4.89226
Cl -3.19441 -0.73984 6.59438
C -3.25583 0.90786 5.90677
C -2.31164 1.03370 4.69870
Cl -3.03153 2.15546 3.50171
H -3.08648 1.64384 6.68877
H -4.28851 1.02021 5.58681
H -2.17572 0.02742 4.30160
H -1.28172 1.28585 4.94725
Cl -7.29954 2.29755 -1.71768
C -7.26903 0.62040 -1.21092
C -5.94204 0.04913 -1.67632
Cl -5.81055 -1.69325 -1.27199
H -8.12096 0.16896 -1.71213
H -7.32506 0.61823 -0.12564
H -5.15556 0.59532 -1.16032
H -5.79462 0.19597 -2.74349
C 3.25719 3.89593 -0.13386
C 2.82670 4.88825 0.74555
C 3.44228 6.14182 0.77661
C 4.41967 6.40887 -0.17619
C 4.82927 5.41323 -1.04965
C 4.27339 4.16179 -1.03416
N 5.09051 7.71765 -0.26872
O 5.76050 8.00410 -1.24849
O 4.89265 8.49710 0.63867
H 2.63911 3.01703 -0.24836
H 2.00998 4.70385 1.42601
H 3.12007 6.85372 1.52234
H 5.58249 5.65075 -1.79044
H 4.42118 3.41571 -1.80391
C 5.19487 -3.27346 -4.21775
C 3.84723 -3.42380 -4.02919
C 3.32126 -3.69846 -2.77923
C 4.14027 -3.82859 -1.69142
C 5.55383 -3.78731 -1.87499
C 6.06196 -3.40477 -3.12123
N 3.53399 -4.08408 -0.36898
O 2.40678 -3.62729 -0.19122
O 4.16718 -4.70508 0.42934
H 5.55076 -3.10869 -5.22560
H 3.08647 -3.36304 -4.79668
H 2.26061 -3.60992 -2.59184
H 6.23945 -4.04548 -1.08128
H 7.13107 -3.46655 -3.26276
C -0.60826 5.19997 2.53197
C -0.47992 4.05330 1.76189
C -0.28001 4.15211 0.40236
C -0.13795 5.40941 -0.18073
C -0.30752 6.58205 0.53083
C -0.48032 6.44899 1.90231
N 0.16177 5.48496 -1.63452
O 0.37634 4.45177 -2.23300
O 0.22425 6.59869 -2.11656
H -0.71701 5.12399 3.60440
H -0.59796 3.11348 2.28223
H -0.10607 3.19986 -0.08106
H -0.26364 7.49140 -0.05005
H -0.62395 7.33225 2.51188
C -5.00781 -4.87840 -2.95677
C -4.04602 -3.90096 -2.86666
C -3.13398 -3.93812 -1.81211
C -3.33750 -4.82494 -0.75628
C -4.32710 -5.81173 -0.85492
C -5.05947 -5.91228 -2.01525
N -2.60332 -4.66053 0.50835
O -2.70054 -5.57030 1.29996
O -1.79362 -3.74045 0.60905
H -5.69470 -4.89637 -3.79274
H -3.79494 -3.17340 -3.62570
H -2.37314 -3.16975 -1.84542
H -4.49299 -6.38604 0.04601
H -5.79851 -6.69313 -2.12538

Summary:
Total energy   -273187.4218 eV
2S+1   2
<S²>   0.75
ΔE to the lowest compared entry with this formula, charge and spin   56.2 kcal per mole
HOMO-LUMO gap (alpha / beta)   7.9 / 5.0 eV

Record 2
Formula: C34H32CoN4O5S5
Source: the Open Molecules 2025 dataset
Level of theory: ωB97M-V/def2-TZVPD

Geometry (Å):
Co 0.27780 0.37128 -0.06464
C -2.09338 -2.91925 1.15345
C -1.02109 -2.11472 0.47622
N -0.97902 -0.84438 0.65535
N -2.03746 -0.24423 1.35176
C -2.37225 0.84254 0.74465
S -1.57759 1.44070 -0.67316
S -3.71882 1.79742 1.33198
C -4.40860 0.70763 2.61416
C -3.77176 0.83298 3.97203
C -2.98222 -0.19069 4.48276
C -2.43551 -0.09074 5.75491
C -2.65748 1.04323 6.52227
C -3.42878 2.07900 6.01179
C -3.98325 1.96987 4.74723
C -0.08868 -2.74082 -0.45428
C 0.14665 -4.12284 -0.40160
C 0.88939 -4.77713 -1.35682
C 1.38868 -4.03990 -2.43748
C 1.18349 -2.68591 -2.51901
C 0.48691 -1.97634 -1.50889
O 0.42073 -0.68357 -1.61038
H -3.05884 -2.43472 1.01738
H -1.89455 -2.95006 2.22738
H -2.14241 -3.93055 0.76312
H -4.33674 -0.31327 2.24435
H -5.46335 0.98315 2.66829
H -2.77416 -1.05388 3.86452
H -1.81639 -0.89563 6.13275
H -2.21686 1.13059 7.50801
H -3.58259 2.97920 6.59333
H -4.57512 2.78556 4.34569
H -0.25347 -4.68945 0.42997
H 1.07395 -5.84021 -1.27794
H 1.95618 -4.53960 -3.21450
H 1.58509 -2.10030 -3.33596
S 0.61636 -1.52409 3.49262
C 1.64208 -0.23800 3.32375
N 1.75738 0.77768 4.17800
C 2.93222 1.64279 4.11042
C 4.13362 0.77198 3.81854
N 3.90862 0.03846 2.57590
C 5.07955 -0.20230 1.72878
C 5.65544 1.04893 1.11944
C 4.97708 1.72117 0.10675
C 5.51803 2.87202 -0.44246
C 6.73582 3.36266 0.01041
C 7.41600 2.70012 1.02176
C 6.87205 1.54780 1.57369
C 2.67664 -0.28854 2.20406
S 2.29751 -0.84852 0.67530
C 0.85468 0.96350 5.30296
C 0.24858 2.34387 5.32739
C 0.28830 3.10924 6.48703
C -0.30573 4.36385 6.52282
C -0.93132 4.86397 5.38929
C -0.96479 4.10528 4.22625
C -0.38595 2.84620 4.19614
H 3.04551 2.12659 5.08062
H 2.81083 2.39568 3.33246
H 4.32443 0.07024 4.63945
H 5.01555 1.39628 3.67351
H 4.77400 -0.90819 0.96126
H 5.82993 -0.68233 2.36418
H 4.00934 1.36600 -0.22564
H 4.96938 3.39591 -1.21406
H 7.15035 4.26673 -0.41836
H 8.36432 3.07867 1.38282
H 7.40759 1.02347 2.35954
H 1.40980 0.78290 6.23137
H 0.08195 0.20364 5.22190
H 0.78613 2.72032 7.36977
H -0.26993 4.95325 7.43123
H -1.38306 5.84842 5.40937
H -1.43536 4.48773 3.32946
H -0.40469 2.26628 3.28083
O 0.59922 3.85251 0.53542
S 1.28876 2.59941 0.67442
O 2.58368 2.70674 1.32701
O 1.41688 1.83733 -0.64155
O 0.42970 1.55760 1.42782

Summary:
Total energy   -143783.0581 eV
Net charge   -1
ΔE to the lowest compared entry with this formula, charge and spin   0.0 kcal per mole
HOMO-LUMO gap   7.0 eV

Record 3
Formula: C34H32N4O2S2Sn
Source: the Open Molecules 2025 dataset
Level of theory: ωB97M-V/def2-TZVPD

Geometry (Å):
Sn 2.16962 -0.25513 0.91997
O 0.00267 -0.66261 1.77361
C -0.66375 -0.32231 2.79173
C -1.62822 -1.23989 3.34441
C -2.48850 -0.83982 4.32716
C -2.41616 0.47015 4.83299
C -1.43747 1.35724 4.37371
C -0.53728 0.99073 3.39580
C 0.53805 1.92936 3.08643
N 1.57233 1.72471 2.36819
C 2.56636 2.80933 2.37271
C 3.30189 2.89324 1.04690
N 3.89062 1.58497 0.79416
C 5.13055 1.51927 0.52279
C 5.89902 0.27751 0.38484
C 7.04862 0.28016 -0.36231
C 7.83294 -0.87838 -0.48461
C 7.49126 -2.05570 0.19873
C 6.37002 -2.09275 0.97764
C 5.51102 -0.93695 1.09416
O 4.47793 -0.98079 1.79977
H -1.65349 -2.23684 2.92521
H -3.22432 -1.52581 4.72363
H -3.10490 0.78729 5.60348
H -1.36630 2.34346 4.81705
H 0.43633 2.89336 3.59453
H 3.28605 2.58383 3.16385
H 2.10076 3.77079 2.60143
H 4.05697 3.68182 1.10023
H 2.60720 3.14499 0.24415
H 5.70660 2.44233 0.40627
H 7.35994 1.18734 -0.86605
H 8.71584 -0.85806 -1.10849
H 8.12490 -2.92759 0.11201
H 6.08436 -2.97340 1.53675
S 1.28991 -1.84898 -1.46929
C -0.19633 -1.11485 -1.31069
N -1.33532 -1.75879 -1.17420
C -2.60340 -1.03396 -1.15083
C -2.54897 0.07229 -2.16426
N -1.39353 0.92570 -1.85825
C -1.59921 2.36479 -2.08915
C -2.57472 2.92529 -1.08263
C -3.67205 3.66404 -1.50122
C -4.56124 4.18647 -0.56983
C -4.36188 3.96201 0.78297
C -3.26787 3.21568 1.20588
C -2.37646 2.70140 0.27867
C -0.29043 0.41536 -1.37361
S 1.01316 1.37948 -0.89051
C -1.43105 -3.22357 -1.06400
C -1.94361 -3.82839 -2.34482
C -1.14131 -3.86965 -3.48212
C -1.63345 -4.41406 -4.65736
C -2.92556 -4.92385 -4.70575
C -3.72632 -4.88943 -3.57528
C -3.23492 -4.34030 -2.39802
H -2.79222 -0.63536 -0.14888
H -3.39723 -1.73239 -1.40885
H -3.44153 0.69193 -2.09326
H -2.46404 -0.31610 -3.18187
H -1.98209 2.47438 -3.10461
H -0.63351 2.86053 -2.03218
H -3.83385 3.84051 -2.55810
H -5.41101 4.76555 -0.90403
H -5.05606 4.36619 1.50683
H -3.11094 3.04505 2.26340
H -1.51330 2.12941 0.60655
H -2.13747 -3.42658 -0.25729
H -0.45095 -3.60331 -0.78458
H -0.12722 -3.48620 -3.44572
H -1.00456 -4.44912 -5.53672
H -3.30255 -5.35566 -5.62275
H -4.72891 -5.29383 -3.60552
H -3.85943 -4.32752 -1.51093

Summary:
Total energy   -73320.5195 eV
Net charge   +2
ΔE to the lowest compared entry with this formula, charge and spin   39.4 kcal per mole
HOMO-LUMO gap (alpha / beta)   5.0 / 5.9 eV

Record 4
Formula: C34H32N4O4ReS4Sb
Source: the Open Molecules 2025 dataset
Level of theory: ωB97M-V/def2-TZVPD

Geometry (Å):
Re -0.52879 1.33527 -0.46857
S 1.25722 0.18495 0.17331
C 2.27055 0.35061 -1.24813
C 3.16231 -0.65706 -1.60413
C 3.88634 -0.54816 -2.77779
C 4.72301 -1.63298 -3.18679
N 5.37064 -2.52222 -3.51172
C 3.75881 0.61254 -3.57134
C 2.90361 1.62886 -3.19150
C 2.11869 1.49491 -2.04263
S 0.93476 2.70180 -1.61500
C 4.47317 0.72557 -4.80631
N 5.02488 0.81218 -5.80818
H 3.27424 -1.54012 -0.98858
H 2.81801 2.51604 -3.80326
C -2.27358 0.86293 -4.21401
S -2.12444 0.43905 -2.52025
O -3.00713 -0.64790 -2.22805
O -0.66249 0.17190 -2.25707
O -2.34866 1.65854 -1.67045
H -3.33019 0.98605 -4.43336
H -1.85025 0.03341 -4.77651
H -1.71916 1.77839 -4.39867
C 3.44742 -6.23175 -0.71301
C 3.50767 -5.09232 0.07442
C 2.54786 -4.10221 -0.07591
C 1.52559 -4.23481 -1.00870
C 1.47687 -5.37728 -1.79452
C 2.43273 -6.37088 -1.64695
Sb -0.03485 -2.78581 -0.97369
C -0.93338 -3.30749 -2.82319
C -0.14754 -3.06922 -3.94997
C -0.64344 -3.31423 -5.22189
C -1.93764 -3.79181 -5.38023
C -2.73101 -4.01742 -4.26688
C -2.23165 -3.77206 -2.99391
C -1.12474 -3.81849 0.53899
C -1.87581 -4.97029 0.32415
C -2.43539 -5.65637 1.39325
C -2.23603 -5.20861 2.69120
C -1.47845 -4.06944 2.91854
C -0.92906 -3.37960 1.84697
H 4.19128 -7.00842 -0.59967
H 4.30027 -4.97368 0.80050
H 2.59964 -3.22099 0.55801
H 0.69547 -5.50070 -2.53586
H 2.38648 -7.25698 -2.26640
H 0.86907 -2.69962 -3.84277
H -0.01673 -3.14246 -6.08771
H -2.32502 -3.98910 -6.37082
H -3.74110 -4.38613 -4.38778
H -2.87362 -3.93769 -2.13739
H -2.02191 -5.35001 -0.67870
H -3.01695 -6.55113 1.21433
H -2.66097 -5.75255 3.52320
H -1.31001 -3.72465 3.93106
H -0.34743 -2.48065 2.03413
C -3.48189 0.28370 2.46778
S -3.29670 0.02465 0.71034
C -3.86347 -1.65863 0.62477
O -1.76990 -0.09702 0.52436
H -4.49436 0.00798 2.75269
H -3.31478 1.33609 2.67939
H -2.74823 -0.33416 2.98169
H -4.91302 -1.65734 0.91481
H -3.26624 -2.27982 1.28935
H -3.76122 -1.97720 -0.40905
N -0.32527 1.53011 2.89633
C -0.92211 2.62803 2.37860
C -1.46564 3.60627 3.23568
C -2.09879 4.69684 2.70661
C -2.19676 4.83263 1.31533
C -1.65116 3.85289 0.53716
N -1.02697 2.75433 1.04347
H -0.03686 1.56045 3.85933
H 0.19950 0.92457 2.28517
H -1.36952 3.47367 4.30356
H -2.51345 5.45091 3.36075
H -2.67579 5.68222 0.85637
H -1.68733 3.91040 -0.54318

Summary:
Total energy   -101930.6448 eV
2S+1   2
<S²>   0.79
Net charge   +1
ΔE to the lowest compared entry with this formula, charge and spin   23.4 kcal per mole
HOMO-LUMO gap (alpha / beta)   5.4 / 6.0 eV

Question: Look up the total energy of the fourth one.
Answer: -101930.6448 eV